18
Properties=species:S:1:pos:R:3:forces:R:3:nbo_charge:R:1 method="wB97M-V/def2-TZVPD" charge=+1 e_homo_ev=-12.371 de_lowest_ev=2.921 gap_ev=7.0
C -2.3570 0.0821 -2.8480 1.95 0.13 0.08 -0.484
C 1.2906 -0.7686 2.2235 1.31 -0.85 2.19 -0.328
C -1.3696 0.2934 -1.9467 -4.52 -1.56 -2.13 0.113
C 1.2230 0.1271 1.0476 -0.33 0.68 -2.26 0.409
N 0.2136 -0.9679 3.1584 -0.21 -0.46 -1.09 -0.824
O -0.3015 0.9747 -2.2208 4.32 1.55 0.96 -0.737
O 0.7529 -0.3812 -0.0296 -0.36 -2.02 1.44 -0.599
S 1.9004 1.6751 1.0344 -0.16 0.04 -0.49 0.297
H -2.1501 0.3652 -3.9169 -0.65 -0.09 1.24 0.209
H -3.1937 -0.5326 -2.5877 -0.33 -0.05 -0.06 0.228
H 1.6012 -1.8097 1.8469 -0.27 1.64 0.31 0.263
H 2.1317 -0.3053 2.7772 -0.07 -0.66 -0.01 0.231
H -1.3503 -0.1403 -0.9725 -0.29 -0.04 0.56 0.174
H -0.1082 -0.3662 3.9109 0.51 0.17 -0.73 0.417
H -0.4647 -1.5797 2.7465 -0.58 0.02 0.47 0.385
H -0.2575 1.5510 -2.9804 -0.61 -0.09 -0.57 0.520
H 0.7992 -0.0706 -0.9377 0.16 1.41 -0.65 0.558
H 1.6401 1.8534 -0.3052 0.14 0.18 0.75 0.168